[1]
{"formula": "C2H5N5", "method": "wB97M-V/def2-TZVPD", "e_homo_ev": -8.49, "e_lumo_ha": 0.0291, "smiles": "Nc1cnnn1N", "total_energy_ev": -9603.8209, "e_above_lowest_kj_mol": 212.3, "elements": ["N", "C", "C", "N", "N", "N", "N", "H", "H", "H", "H", "H"], "coordinates": [[-1.98271, 0.40547, -0.03625], [-0.68427, 0.08176, -0.33808], [-0.07377, -0.36121, -1.49729], [1.24925, -0.61462, -1.19729], [1.48214, -0.35366, 0.03259], [0.29795, 0.03524, 0.58635], [0.18243, 0.49689, 1.85927], [-2.07661, 0.92116, 0.86692], [-2.57207, 0.74142, -0.78989], [-0.53336, -0.57653, -2.43342], [0.95718, 1.10212, 2.10925], [0.16965, -0.29677, 2.54669]], "nbo_charge": [-0.82, 0.30, -0.21, -0.21, -0.10, -0.08, -0.65, 0.40, 0.40, 0.21, 0.38, 0.37]}



[2]
{"formula": "C12H30IO3P2PbSi", "method": "wB97M-V/def2-TZVPD", "e_homo_ev": [-17.78, -17.77], "e_lumo_ha": [-0.5318, -0.5323], "charge": 3, "total_energy_ev": -58847.7451, "elements": ["C", "C", "H", "H", "H", "O", "I", "Pb", "P", "C", "C", "H", "H", "H", "H", "H", "H", "C", "H", "H", "H", "P", "C", "C", "H", "H", "H", "C", "H", "H", "H", "H", "H", "H", "C", "O", "C", "Si", "C", "C", "O", "H", "H", "H", "H", "H", "H", "H", "H", "H"], "coordinates": [[-3.22287, 4.54144, -4.35358], [-1.91553, 3.93694, -3.90608], [-3.02857, 5.27044, -5.15553], [-3.70550, 5.04438, -3.50616], [-3.88564, 3.75062, -4.72694], [-0.80773, 4.16583, -4.31707], [-2.06402, 2.41745, -2.26413], [-0.64246, -0.00293, 0.09992], [-0.52375, -1.91109, -2.07676], [1.02764, -2.79891, -2.45404], [-1.52132, -3.33824, -1.49639], [-1.62668, -4.05314, -2.32253], [-1.49709, -2.52253, -4.22435], [-2.50944, -2.98379, -1.17286], [-2.19211, -1.00287, -3.57841], [1.42972, -3.24062, -1.52740], [-1.01090, -3.82471, -0.65203], [-1.27038, -1.57995, -3.71223], [0.82138, -3.60164, -3.17669], [-0.59109, -0.98406, -4.33214], [1.77028, -2.10416, -2.87060], [0.06232, 2.22649, 1.81082], [1.76644, 2.41521, 2.44158], [-0.49128, 3.93533, 1.47146], [-1.84756, 1.68530, 3.21450], [-0.66046, 2.74006, 4.06443], [-0.32897, 0.98678, 3.86994], [-0.78165, 1.87342, 3.40194], [-1.49793, 3.91001, 1.03958], [-0.50258, 4.52207, 2.39760], [1.78536, 3.20123, 3.21029], [2.44707, 2.68020, 1.62042], [0.17159, 4.41756, 0.74420], [2.09717, 1.46338, 2.88892], [1.80641, 0.48539, -0.79223], [2.93478, 0.34616, -0.81612], [0.82524, -4.06296, 1.92347], [1.39607, -2.30754, 2.24841], [1.11666, -1.82785, 4.03839], [3.28166, -2.46111, 2.15229], [0.73331, -1.26622, 1.23922], [1.35236, -4.71418, 2.64270], [1.04091, -4.38202, 0.89396], [-0.25718, -4.13192, 2.08807], [1.62986, -2.58234, 4.66026], [1.50633, -0.82413, 4.25975], [0.04148, -1.83852, 4.25614], [3.64410, -2.81081, 1.18041], [3.80980, -1.52985, 2.38023], [3.60820, -3.20028, 2.89660]], "nbo_charge": [-0.74, 0.59, 0.30, 0.28, 0.28, -0.39, -0.13, 1.32, 1.13, -0.95, -0.95, 0.30, 0.31, 0.27, 0.28, 0.28, 0.28, -0.95, 0.31, 0.28, 0.27, 1.13, -0.95, -0.95, 0.27, 0.30, 0.27, -0.95, 0.28, 0.31, 0.31, 0.27, 0.28, 0.28, 0.50, -0.35, -1.12, 1.86, -1.12, -1.02, -1.28, 0.28, 0.23, 0.25, 0.28, 0.23, 0.25, 0.25, 0.25, 0.28]}



[3]
{"formula": "CH3N2OS", "method": "wB97M-V/def2-TZVPD", "e_homo_ev": -3.43, "e_lumo_ha": 0.1397, "charge": -1, "total_energy_ev": -16945.4834, "e_above_lowest_kj_mol": 154.8, "elements": ["C", "N", "N", "O", "S", "H", "H", "H"], "coordinates": [[-0.44256, -1.04083, 0.34799], [-0.38037, 0.13873, -0.47598], [0.48016, 0.99422, -0.25073], [1.29266, 1.08445, 0.69004], [0.41651, 2.68958, -1.88835], [-1.24631, -1.65495, 0.12102], [0.52825, -1.49754, 0.14813], [-0.64833, -0.71365, 1.30787]], "nbo_charge": [-0.47, -0.30, 0.30, -0.53, -0.56, 0.18, 0.20, 0.19]}



[4]
{"formula": "C9H20ClIO2PTb", "method": "wB97M-V/def2-TZVPD", "multiplicity": 7, "e_homo_ev": [-15.84, -15.86], "e_lumo_ha": [-0.3154, -0.2979], "charge": 2, "total_energy_ev": -66083.6678, "e_above_lowest_kj_mol": 0.0, "elements": ["C", "I", "H", "H", "H", "Tb", "P", "C", "C", "H", "H", "H", "C", "H", "H", "H", "H", "H", "H", "C", "O", "Cl", "C", "C", "C", "O", "C", "H", "H", "H", "H", "H", "H", "H", "H"], "coordinates": [[0.50970, 0.89509, 1.90950], [-1.25647, 1.55228, -0.59129], [0.84972, 0.26636, 1.05550], [-0.10447, 0.16528, 2.49658], [1.38228, 1.26934, 2.42937], [0.09230, -1.58897, -0.97277], [2.11823, 1.04037, -0.94055], [1.94500, 2.88484, -0.86388], [3.88642, 1.05009, -0.41741], [2.39437, -0.13281, -3.05474], [3.22769, 1.46123, -3.04783], [1.44366, 1.39093, -3.26442], [2.30646, 0.92582, -2.76654], [4.24847, 0.01423, -0.36565], [4.48618, 1.61494, -1.15309], [2.82228, 3.33953, -1.35528], [1.90760, 3.23172, 0.18042], [3.98967, 1.53828, 0.56530], [1.03126, 3.20407, -1.38333], [-0.25634, 2.05673, 1.41232], [-0.44612, 3.15511, 1.83939], [1.83638, -3.27812, -1.27042], [-3.65479, -2.60065, 0.13993], [-3.77211, -1.62102, 1.31752], [-2.38670, -0.96801, 1.49138], [-1.47444, -1.66901, 0.52972], [-2.15508, -2.84306, -0.05301], [-4.19704, -3.51803, 0.37321], [-4.06321, -2.17335, -0.77764], [-4.01959, -2.15362, 2.25669], [-4.55938, -0.85153, 1.17926], [-2.41436, 0.10267, 1.21696], [-1.96409, -1.08039, 2.50431], [-1.85558, -3.72547, 0.51530], [-1.89791, -2.95485, -1.13480]], "mulliken_spin": [-0.01, -0.01, 0.03, 0.00, 0.00, 6.08, -0.01, 0.00, 0.00, 0.00, 0.00, 0.00, 0.00, 0.00, 0.00, 0.00, 0.00, 0.00, 0.00, 0.00, 0.00, -0.02, 0.00, 0.00, 0.00, -0.05, -0.01, 0.00, 0.00, 0.00, 0.00, 0.00, 0.00, -0.01, 0.00]}



[5]
{"formula": "Cl2F2Mg", "method": "wB97M-V/def2-TZVPD", "e_homo_ev": -1.69, "e_lumo_ha": 0.2381, "charge": -2, "total_energy_ev": -35931.7121, "e_above_lowest_kj_mol": 0.0, "elements": ["Mg", "F", "F", "Cl", "Cl"], "coordinates": [[0.01800, -0.00036, 0.22197], [-1.44206, 1.04489, -0.43754], [1.06926, 1.45535, 1.01795], [-0.97057, -1.95395, 1.01784], [1.32537, -0.54593, -1.82023]], "nbo_charge": [1.79, -0.96, -0.95, -0.93, -0.94]}



[6]
{"formula": "C2H7NO", "method": "wB97M-V/def2-TZVPD", "e_homo_ev": -8.44, "e_lumo_ha": 0.0253, "smiles": "C=CO.N", "total_energy_ev": -5724.2769, "e_above_lowest_kj_mol": 93.1, "elements": ["C", "C", "O", "H", "H", "H", "H", "N", "H", "H", "H"], "coordinates": [[2.40619, 0.01722, -0.04629], [1.08357, 0.05824, -0.18383], [0.32606, -0.81651, -0.86911], [2.89021, 0.61779, 0.70980], [3.06106, -0.57860, -0.66993], [0.49421, 0.75116, 0.41675], [-0.61561, -0.71531, -0.63353], [-2.18528, 0.20695, 0.24866], [-2.15317, 0.26354, 1.25608], [-2.56219, -0.70048, -0.02928], [-2.74504, 0.89600, -0.19932]], "nbo_charge": [-0.54, 0.16, -0.71, 0.20, 0.20, 0.16, 0.50, -1.10, 0.38, 0.37, 0.38]}